[1]
Density functional theory data (ωB97M-V/def2-TZVPD) for C3H4GdO4 as an isolated structure in a non-equilibrium geometry.

The geometry in XYZ format:
```
12
Properties=species:S:1:pos:R:3:lowdin_charge:R:1
C -0.1702 -1.8190 0.2832 -0.057
C 0.1126 -0.4069 0.2960 -0.124
O 0.3066 0.0769 -1.0519 -0.007
C 0.3499 1.3757 -1.2670 -0.791
O 0.9506 2.1259 -0.4308 -0.173
O -0.5980 1.9440 -1.9013 -0.187
O 0.1864 -2.4603 1.4990 -0.011
Gd -1.0169 3.7927 -0.3140 1.790
H -1.2051 -2.0708 0.0004 0.132
H 1.0619 -0.2057 0.8130 0.126
H 0.7414 -3.2140 1.2963 0.104
H -0.7191 0.8615 0.7772 0.199
```

- calculated total energy (eV) = -32185.92811
- relative energy (zero: lowest compared OMol25 entry of this formula, charge and spin) (kcal per mole) = 137.6
- orbital gap (alpha / beta) (eV) = 6.95 / 7.67
- expectation value of S² = 16.49
- multiplicity = 8
- LUMO (alpha / beta) (eV) = -5.15 / -5.93
- strongest force on any atom (eV/A) = 4.88
- net charge = +1

***

[2]
Density functional theory data (ωB97M-V/def2-TZVPD) for one molecule with the formula C12H14N2O in a non-equilibrium geometry.

The geometry in XYZ format:
```
29
Properties=species:S:1:pos:R:3:lowdin_charge:R:1
C 3.3747 1.0150 0.1631 -0.041
C 1.9935 1.2100 -0.4776 -0.354
N 1.3841 2.4433 0.0064 0.052
O -0.0052 2.1491 0.1810 -0.084
C -0.3320 0.8431 0.1490 -0.093
C -1.7525 0.4830 0.1872 -0.120
C -2.7394 1.4342 0.4120 -0.019
C -4.0458 1.0949 0.2614 -0.083
C -4.3821 -0.1385 -0.2402 -0.161
N -3.4644 -1.0451 -0.5126 0.073
C -2.2049 -0.7765 -0.2395 -0.077
C 0.9563 0.1239 -0.3931 -0.036
C 1.1621 -1.3414 -0.6390 -0.253
C 1.9496 -2.2598 0.3187 -0.134
C 0.4706 -2.4373 0.1026 -0.133
H 3.9906 1.7610 -0.1462 0.044
H 3.8480 0.0655 -0.0981 0.087
H 3.3942 0.8821 1.1874 0.056
H 2.2647 1.2290 -1.6070 0.163
H 1.6244 2.6246 1.0068 0.142
H -2.5791 2.4374 0.7125 0.111
H -4.8416 1.7983 0.4469 0.104
H -5.5093 -0.3693 -0.4514 0.139
H -1.4384 -1.4500 -0.4009 0.060
H 1.5767 -1.5924 -1.7039 0.171
H 2.3408 -1.9746 1.2694 0.084
H 2.7627 -2.8737 -0.0615 0.094
H 0.2432 -3.3026 -0.4132 0.087
H -0.0414 -2.0329 0.9799 0.121
```

- calculated total energy (eV) = -17693.32092
- relative energy (zero: lowest compared OMol25 entry of this formula, charge and spin) (kcal per mole) = 151.1
- orbital gap (alpha / beta) (eV) = 7.47 / 7.47
- structure (SMILES) = C[C@@H]1NOC(c2cccnc2)=C1C1CC1
- LUMO (alpha / beta) (eV) = 0.20 / 0.20
- strongest force on any atom (eV/A) = 7.97

***

[3]
Density functional theory data (ωB97M-V/def2-TZVPD) for C42H50BrN7O5PSTi as an isolated structure in a non-equilibrium geometry.

The geometry in XYZ format:
```
108
Properties=species:S:1:pos:R:3:lowdin_charge:R:1
Ti -0.1222 0.1494 0.3649 1.042
C 3.7727 7.2867 2.0032 -0.015
C 2.8892 6.0902 1.8733 -0.217
C 3.1586 5.1001 0.9241 0.005
C 2.3869 3.9570 0.8436 -0.036
C 1.3078 3.8165 1.7102 -0.289
C 1.0075 4.7907 2.6626 -0.048
C 1.7978 5.9172 2.7335 0.014
S 0.4028 2.3204 1.8048 0.746
O -0.1346 2.1937 3.1186 -0.214
O 1.2637 1.1759 1.3320 -0.415
N -0.7444 1.9858 0.6841 -0.197
C -1.6618 2.9354 0.2012 -0.218
C -1.8125 4.1931 0.7461 0.016
C -2.7256 5.1133 0.2046 -0.024
C -3.4849 4.7895 -0.8836 0.010
C -3.3591 3.5118 -1.4720 -0.129
C -4.0936 3.1036 -2.6063 0.036
C -3.8962 1.8479 -3.1124 -0.015
C -2.9968 0.9922 -2.4581 -0.137
N -2.2960 1.3318 -1.3996 0.106
C -2.4517 2.5776 -0.9187 -0.172
H 4.5050 7.3348 1.2011 0.089
H 4.3107 7.2498 2.9528 0.107
H 3.1892 8.2076 2.0061 0.101
H 4.0058 5.2151 0.2612 0.130
H 2.6625 3.1670 0.1584 0.105
H 0.1883 4.6357 3.3523 0.124
H 1.5877 6.6682 3.4838 0.138
H -1.2336 4.4701 1.6160 0.092
H -2.8228 6.0875 0.6633 0.127
H -4.1901 5.4978 -1.2985 0.134
H -4.7959 3.7910 -3.0612 0.138
H -4.4231 1.5006 -3.9904 0.124
H -2.8522 -0.0205 -2.8223 0.109
Br 2.1334 -7.9203 -4.1626 0.838
C 1.5964 -6.2434 -3.5058 -0.673
C 1.4594 -5.1702 -4.3806 -0.097
C 1.0658 -3.9417 -3.8981 -0.013
C 0.7858 -3.7461 -2.5308 -0.255
C 0.9746 -4.8342 -1.6665 -0.003
C 1.3670 -6.0652 -2.1448 -0.092
N 0.4753 -2.4779 -2.0311 0.127
C -0.0299 -1.6237 -2.8344 -0.112
C 0.0692 -0.1746 -2.7011 -0.227
C -0.1564 0.5375 -3.8837 0.004
C 0.1581 1.8746 -3.9788 0.018
C 0.7365 2.4937 -2.8778 0.009
C 0.8735 1.7713 -1.7196 -0.115
N 0.5150 0.4705 -1.5813 -0.022
H 1.6760 -5.3025 -5.4315 0.116
H 1.0498 -3.1038 -4.5828 0.112
H 0.8182 -4.7102 -0.6085 0.077
H 1.5024 -6.8950 -1.4651 0.115
H -0.4394 -1.9475 -3.7926 0.127
H -0.5516 0.0074 -4.7401 0.136
H -0.0038 2.4237 -4.8968 0.138
H 1.0798 3.5171 -2.9281 0.133
H 1.3280 2.2220 -0.8555 0.073
C -4.0322 -3.6435 0.0729 -0.004
C -4.1467 -2.1262 -0.1830 -0.554
C -4.8740 -1.4344 0.9910 -0.014
C -4.9119 -1.8673 -1.4892 -0.015
C -2.7977 -1.5835 -0.2114 -0.059
N -1.7319 -1.1619 -0.1270 0.166
H -5.0290 -4.0380 0.2632 0.110
H -3.4007 -3.8567 0.9360 0.089
H -3.6193 -4.1537 -0.7970 0.101
H -5.8978 -1.8039 1.0206 0.110
H -4.9071 -0.3525 0.8492 0.093
H -4.3941 -1.6626 1.9432 0.089
H -5.8916 -2.3348 -1.4045 0.110
H -4.4006 -2.3058 -2.3465 0.099
H -5.0576 -0.8027 -1.6638 0.080
C 5.0623 -1.1188 -0.7757 -0.046
C 3.6535 -1.3640 -1.2738 -0.244
O 2.9019 -2.1519 -0.3227 -0.239
P 1.8012 -1.5513 0.6495 0.759
O 1.2984 -2.9297 1.3032 -0.231
C -0.0388 -3.4755 1.2822 -0.307
C -0.0354 -4.7406 2.1122 -0.034
O 2.6590 -0.9391 1.8443 -0.309
C 3.6811 -1.7150 2.5417 -0.231
C 4.5569 -0.7541 3.3108 -0.047
H 5.6244 -0.5673 -1.5283 0.094
H 5.5674 -2.0674 -0.5973 0.097
H 5.0542 -0.5447 0.1511 0.069
H 3.6688 -1.9521 -2.1919 0.126
H 3.1377 -0.4189 -1.4751 0.100
H -0.3423 -3.6810 0.2530 0.077
H -0.7349 -2.7548 1.7052 0.075
H 0.7020 -5.4478 1.7337 0.090
H -1.0163 -5.2134 2.0743 0.088
H 0.2104 -4.5154 3.1494 0.090
H 4.2536 -2.2854 1.8120 0.115
H 3.1806 -2.4152 3.2117 0.124
H 5.0722 -0.0746 2.6325 0.077
H 5.3050 -1.3163 3.8679 0.097
H 3.9610 -0.1664 4.0085 0.084
N -1.9858 -0.0328 4.1464 0.128
C -0.7797 -0.5665 4.5186 -0.014
C -0.0972 -0.7830 3.3678 -0.100
N -0.8804 -0.3864 2.2928 -0.085
C -2.0122 0.0701 2.8194 -0.160
H -2.7065 0.2784 4.7800 0.185
H -0.5066 -0.7429 5.5440 0.143
H 0.8949 -1.1766 3.2519 0.105
H -2.8405 0.4816 2.2666 0.142
```

- calculated total energy (eV) = -178295.40371
- relative energy (zero: lowest compared OMol25 entry of this formula, charge and spin) (kcal per mole) = 68.1
- orbital gap (eV) = 4.98
- LUMO (eV) = -9.60
- strongest force on any atom (eV/A) = 2.58
- net charge = +3